Entry 1:
Entry from OMol25: the molecule C8H14 (the ωB97M-V functional and the def2-TZVPD basis).

Geometry as XYZ:
```
22
Properties=species:S:1:pos:R:3:forces:R:3
C -2.46868 0.21279 -0.35071 1.97 -2.30 -0.40
C 0.14590 -2.14729 0.53626 5.33 1.45 -5.39
C 1.58170 1.05919 -1.10608 -1.73 -2.17 -0.01
C 0.28162 -0.87517 0.13751 0.25 -1.12 0.99
C 2.55455 1.69035 -0.51750 1.47 2.04 0.74
C -0.27908 0.15852 1.04558 -1.17 0.43 -1.21
C 1.28883 -0.45052 -0.94879 3.04 -0.22 2.03
C -1.85054 0.17505 1.08488 1.20 1.41 -0.96
H -1.97678 0.96644 -1.04574 -0.18 -1.12 0.87
H -0.56009 -2.62534 1.00073 -3.87 -1.86 3.46
H 2.62875 2.80512 -0.55822 -0.06 -1.05 -0.17
H -2.28230 -0.92260 -0.68526 -0.54 2.71 -0.12
H -2.12722 -0.70969 1.62412 -0.66 -0.33 0.27
H 3.34263 1.22814 0.08656 -0.42 -0.16 -0.26
H 0.17952 -0.06091 2.01356 -0.33 0.67 0.03
H -3.51459 0.43367 -0.42290 -0.66 -0.09 0.41
H 2.32382 -0.91690 -0.56620 -2.05 0.75 -1.09
H 0.12887 1.03937 0.56386 -0.41 0.93 1.02
H 1.05611 -0.88895 -1.89645 -0.20 -0.35 -0.53
H 0.80666 1.57926 -1.64541 0.00 0.44 -0.22
H 0.86359 -2.83066 0.02721 -0.72 0.07 0.18
H -2.12327 1.08012 1.62302 -0.26 -0.12 0.36
```
Positions in Å, forces in eV/Å.

HOMO level   -8.80 eV
Lowest unoccupied orbital energy   1.0 eV
SMILES string   C=CCC(=C)CCC
Orbital gap   0.3613 Ha

=====

Entry 2:
Entry from OMol25: a cluster of 2 separate species, C11H15N in total (the ωB97M-V functional and the def2-TZVPD basis).

Geometry as XYZ:
```
27
Properties=species:S:1:pos:R:3:forces:R:3
N 0.93756 -2.08254 -1.06957 0.66 -2.14 -0.62
C 0.49068 -0.94994 -2.89707 -0.74 1.65 -0.34
C 1.28385 -1.98878 -2.41448 -1.58 0.87 4.17
C 0.51725 -0.26118 -4.14565 1.35 2.77 -1.84
C -0.05653 -1.20371 -0.69605 -2.24 2.37 -2.94
C 0.68709 2.08189 3.77146 1.58 -2.47 1.32
C -1.27481 0.65591 -1.87797 -0.24 -2.14 5.53
C -0.75645 -0.95529 0.46490 2.80 -2.05 -1.46
C -1.55207 0.11609 0.59841 -2.67 2.43 -1.26
C -1.86540 0.90786 -0.54579 1.06 -0.98 -0.45
C -0.40683 -0.46011 -1.93587 1.10 -0.60 3.08
C 0.47638 0.53566 4.17557 0.10 0.99 -1.05
H 1.06630 0.34182 5.09727 -0.25 -0.67 -1.13
H 0.59984 -0.03789 3.24268 1.60 -0.30 0.54
H 1.25523 2.25766 2.87965 -0.15 -0.43 -0.94
H -2.07643 0.25510 1.56562 0.40 0.21 -0.87
H -0.60770 -1.64678 1.21184 0.27 -1.13 2.15
H 0.89232 -0.86460 -4.88010 1.73 -1.79 -1.94
H 1.13334 -2.90072 -0.46598 0.37 0.79 -0.66
H 1.31989 0.73598 -4.24275 -2.90 -2.52 0.62
H -0.24967 2.48028 3.74501 -2.36 1.73 -0.34
H 2.12248 -2.49571 -2.77656 0.80 -0.82 -0.76
H -0.50305 -0.21992 -4.56617 0.22 1.38 0.58
H -1.58136 1.27689 -2.61657 -0.58 1.50 -2.54
H -2.61770 1.66812 -0.38150 0.21 0.23 -0.43
H -0.54806 0.14115 4.27713 -0.18 1.24 0.97
H 1.31384 2.61276 4.48254 -0.35 -0.11 0.60
```
Positions in Å, forces in eV/Å.

2S+1   2
Net charge   +1
HOMO level (spin up / spin down)   -13.15 / -13.09 eV
Lowest unoccupied orbital energy (spin up / spin down)   -4.0 / -7.3 eV
Orbital gap (spin up / spin down)   0.3369 / 0.2115 Ha

=====

Entry 3:
Entry from OMol25: a structure of composition C40H34Cl3FN6O9SSn (the ωB97M-V functional and the def2-TZVPD basis).

Geometry as XYZ:
```
95
Properties=species:S:1:pos:R:3:forces:R:3
Sn 2.37678 -0.65068 -1.73180 0.25 -0.03 0.35
Cl 1.22600 1.39609 5.25170 0.03 -0.05 -0.02
Cl -0.29731 -1.59841 2.15069 -0.05 0.01 -0.02
Cl 3.15164 -3.48367 6.26109 0.05 0.07 0.03
S -0.99237 -3.25778 4.52829 -0.04 0.02 0.06
F -3.13273 0.63612 -4.52382 0.01 0.01 -0.03
O -1.41520 1.31492 -0.21150 -0.01 -0.21 0.12
O 2.11079 -2.86658 -2.79465 -0.36 0.04 -0.24
O 3.74522 1.32693 -1.61514 -0.01 0.16 -0.07
O 3.27127 -4.34554 2.36113 0.16 0.03 -0.29
O 1.55689 0.77001 -3.36444 0.39 -0.26 -0.25
O 4.12997 3.54754 -1.55420 -0.10 -0.16 -0.04
O -3.86456 -2.56623 -2.34897 -0.09 0.05 0.01
O 0.72892 0.63222 -0.38440 -0.33 0.20 -0.08
O 0.70162 -4.33635 -3.78402 0.03 0.07 0.04
N -4.34663 2.26392 -2.56654 -0.06 0.01 -0.40
N 0.00574 4.02499 -1.53706 0.03 0.08 -0.30
N 4.88224 -1.53524 -0.29679 0.34 -0.03 -0.17
N 5.50991 -2.50413 1.58242 0.26 -0.04 -0.01
N -6.05491 2.18175 -0.81123 0.07 0.06 -0.12
N 0.04571 -1.41331 -1.92581 -0.20 0.18 0.15
C 4.82379 -2.63002 0.41797 -0.18 0.04 0.06
C -2.26302 -1.05857 -1.51347 0.02 -0.08 -0.03
C 1.19414 1.88622 -2.92561 -0.13 0.08 0.31
C -2.55357 -2.21709 -2.22404 0.06 0.00 0.01
C -0.08273 -4.65547 4.92120 0.02 -0.05 -0.01
C 0.99368 -3.87045 3.01593 -0.16 -0.05 0.01
C -2.19727 3.28421 -2.23878 -0.07 0.04 -0.09
C 3.17012 -1.21278 2.95004 0.05 -0.04 0.07
C -1.37147 4.49668 0.51353 0.00 -0.01 0.10
C 2.52342 -0.06862 3.38332 0.02 0.00 0.00
C -0.80438 3.23455 -2.32993 0.15 0.10 0.07
C -0.93983 -0.69275 -1.38956 0.09 -0.06 0.05
C -2.97206 2.36770 -2.91508 -0.12 0.18 0.29
C 2.92981 -2.19748 5.10024 0.01 -0.05 0.06
C 0.00325 -2.95035 3.16745 0.01 0.00 -0.08
C 5.45658 -3.40296 2.71637 -0.13 0.13 -0.06
C 5.68144 -0.66339 0.40430 -0.19 0.00 0.04
C 2.01631 -3.85717 1.92169 -0.03 -0.16 -0.01
C -5.01208 0.97676 -2.66569 -0.01 -0.01 0.10
C 2.27308 -1.06773 5.56048 0.01 -0.03 0.01
C -5.25537 3.36525 -2.80427 0.06 -0.04 0.11
C -2.35850 1.47697 -3.79522 0.04 -0.08 -0.10
C -6.26810 1.05123 -1.77759 0.00 0.07 0.09
C -0.22498 -2.53226 -2.58798 0.03 0.05 -0.07
C 3.43850 2.55213 -1.76182 0.00 -0.04 0.10
C 1.34827 3.82322 -1.54435 -0.08 -0.01 0.17
C -0.21009 2.24159 -3.11121 0.07 -0.01 -0.05
C -0.51821 0.54290 -0.58686 0.26 -0.22 0.08
C -0.57373 5.00548 -0.65630 -0.05 -0.01 0.18
C 2.07213 -0.01516 4.68806 -0.05 0.09 0.02
C 6.07857 -1.24757 1.57142 -0.14 0.03 0.05
C -0.02446 5.11653 0.73258 -0.01 -0.01 0.01
C -6.11537 3.50649 -1.53196 -0.02 -0.11 0.10
C -1.00381 1.38802 -3.87963 -0.04 -0.06 -0.06
C 1.97922 2.78594 -2.14991 -0.03 -0.01 -0.30
C 4.04788 -3.58431 3.29111 -0.07 -0.04 0.22
C 0.93037 -4.86267 4.04117 -0.02 0.00 -0.02
C 0.97875 -3.33530 -3.12893 0.12 -0.02 0.08
C -1.52579 -2.97216 -2.76769 -0.05 0.01 -0.01
C 3.38241 -2.31610 3.78543 0.15 0.18 -0.02
H 6.66842 -0.89037 2.39920 -0.01 -0.01 -0.03
H -0.53247 0.61882 -4.47857 -0.01 0.03 0.02
H -2.25286 5.05563 0.80351 0.02 0.05 -0.01
H -5.71670 4.24898 -0.84386 0.00 0.04 -0.02
H -0.90233 5.91746 -1.14103 0.02 -0.01 -0.06
H -3.03436 -0.45829 -1.05122 0.14 -0.07 0.12
H -6.70877 2.15045 -0.03401 -0.06 0.01 0.03
H -5.88536 3.19318 -3.68636 -0.02 0.00 0.02
H -7.16925 1.29762 -2.33524 -0.02 -0.03 -0.02
H 3.49755 -1.24078 1.92114 0.00 0.00 -0.03
H 6.10765 -2.99378 3.48850 -0.01 -0.03 0.04
H -0.34012 -5.24577 5.78711 0.01 0.04 -0.04
H 5.86697 0.33378 0.03505 0.03 -0.07 0.00
H -4.33384 0.20749 -2.29891 -0.13 0.05 -0.13
H -7.16294 3.72058 -1.73300 -0.01 0.01 -0.02
H 1.93657 4.49934 -0.93938 -0.01 0.03 -0.02
H 0.03812 6.10666 1.16058 0.01 0.00 -0.01
H -6.43788 0.13879 -1.21249 0.03 -0.04 -0.01
H 4.18148 -4.24299 4.14618 0.03 0.01 0.15
H -4.69901 4.28313 -2.97015 0.03 0.01 -0.01
H -3.92064 -3.39291 -2.83973 -0.01 -0.04 -0.03
H -2.66902 3.94262 -1.52355 0.02 -0.03 0.00
H -1.43313 3.41761 0.61140 0.02 0.02 -0.05
H 5.83823 -4.38624 2.43864 -0.05 -0.01 -0.04
H -1.68895 -3.88993 -3.32052 0.01 0.01 0.00
H 2.08165 -2.86049 1.48665 0.02 0.05 -0.07
H 1.72972 -4.53731 1.11716 -0.02 -0.02 0.02
H -5.09968 2.09065 -0.45101 0.06 -0.03 0.03
H -5.31266 0.70497 -3.68033 -0.03 0.02 -0.03
H 0.77933 4.44537 1.00198 -0.02 0.02 0.02
H 1.92091 -1.01617 6.58058 0.01 -0.01 -0.01
H 2.35703 0.75812 2.70551 -0.01 -0.03 0.00
H 4.27556 -3.52372 0.16235 0.05 0.02 -0.01
H 1.63488 -5.68062 4.11245 -0.04 0.04 -0.01
```
Positions in Å, forces in eV/Å.

HOMO level   -6.90 eV
Lowest unoccupied orbital energy   -1.3 eV
Orbital gap   0.2044 Ha